Version 1
Molecular formula: C5H13NO2
Method: DFT, the ωB97M-V functional and the def2-TZVPD basis

Geometry (Å):
N1 -0.743 -1.358 1.017
C1 0.109 -0.241 0.602
C2 -0.586 1.051 0.296
C3 3.801 -0.020 -0.447
C4 2.456 0.507 -0.091
C5 1.460 -0.351 0.401
H1 -0.279 -2.109 0.570
H2 -1.652 -1.249 0.476
H3 -1.174 1.454 1.176
H4 0.170 1.770 0.058
H5 3.783 -1.118 -0.504
H6 4.643 0.340 0.167
H7 4.015 0.366 -1.449
H8 2.358 1.532 0.082
H9 1.667 -1.450 0.391
H10 -3.495 0.157 -0.379
H11 -3.984 -1.758 -0.690
O1 -3.167 -1.243 -0.643
H12 -4.474 1.512 -0.408
H13 -1.272 0.980 -0.532
O2 -3.636 1.227 -0.091

HOMO-LUMO gap	5.216	eV

Results of the Mulliken charge analysis, in e, for atoms 1 through 4:
1 N -0.423
2 C 0.712
3 C -1.183
4 C -1.109



Version 2
Molecular formula: C5H13NO2
Method: DFT, the ωB97M-V functional and the def2-TZVPD basis

Geometry (Å):
C1 -2.970 -0.261 -1.162
C2 -2.353 -0.089 0.051
C3 -1.198 0.775 0.308
C4 -0.081 0.429 1.058
C5 1.186 1.264 1.219
N1 0.045 -0.930 1.729
H1 -3.904 -0.826 -1.106
H2 -2.836 0.288 -2.090
H3 -2.737 -0.806 0.817
H4 -1.165 1.523 -0.390
H5 1.364 1.753 0.235
H6 1.009 2.073 1.947
H7 1.990 0.670 1.565
H8 0.678 -0.883 2.526
H9 -0.867 -1.054 2.097
O1 1.662 -1.534 -0.690
H10 2.314 -2.182 -0.356
H11 0.959 -1.365 0.038
O2 2.120 0.775 -2.121
H12 3.078 0.770 -2.220
H13 2.044 -0.084 -1.521

HOMO-LUMO gap	8.924	eV
SMILES	C=C/C=C(/C)N.O.O

Results of the Mulliken charge analysis, in e, for atoms 1 through 4:
1 C -0.916
2 C -0.112
3 C -0.305
4 C 0.568



Most stable: version 2



Version 1
Molecular formula: C4H7NO
Method: DFT, the ωB97M-V functional and the def2-TZVPD basis

Geometry (Å):
O1 2.577 1.603 -0.366
C1 0.498 -0.310 -0.257
C2 -0.257 -1.605 -0.025
C3 -1.244 -0.544 -0.295
N1 -1.517 0.169 0.948
C4 -0.318 0.672 0.328
H1 2.918 1.268 0.471
H2 2.037 0.851 -0.692
H3 -0.350 -1.983 0.995
H4 -0.057 -2.367 -0.773
H5 -1.804 -0.355 -1.203
H6 -2.266 0.852 0.831
H7 -0.215 1.731 0.095

HOMO-LUMO gap	9.331	eV

Results of the Mulliken charge analysis, in e, for atoms 1 through 4:
1 O -0.688
2 C -0.662
3 C -0.311
4 C -0.063



Version 2
Molecular formula: C4H7NO
Method: DFT, the ωB97M-V functional and the def2-TZVPD basis

Geometry (Å):
C1 -1.775 -0.083 0.545
C2 -0.539 -0.824 0.091
C3 0.068 -0.542 -1.269
N1 0.670 -0.056 -0.074
C4 1.533 0.772 0.351
O1 2.384 1.338 -0.514
H1 -1.800 0.050 1.634
H2 -2.667 -0.646 0.250
H3 -1.814 0.895 0.056
H4 -0.356 -1.769 0.613
H5 0.652 -1.379 -1.668
H6 2.015 1.166 -1.402
H7 1.629 1.076 1.386

HOMO-LUMO gap (spin up / spin down)	8.287 / 8.288	eV

Results of the Mulliken charge analysis, in e, for atoms 1 through 4:
1 C -1.258
2 C 0.178
3 C -0.763
4 N 0.064



Version 3
Molecular formula: C4H7NO
Method: DFT, the ωB97M-V functional and the def2-TZVPD basis

Geometry (Å):
C1 0.435 -1.310 0.795
C2 -0.676 0.719 -0.353
C3 1.128 0.389 -1.197
C4 -1.697 1.126 0.395
O1 0.605 0.070 0.423
N1 -0.176 0.593 -1.564
H1 0.021 -1.881 -0.041
H2 -0.250 -1.346 1.642
H3 1.407 -1.704 1.090
H4 1.785 1.224 -0.926
H5 1.666 -0.454 -1.640
H6 -1.772 0.853 1.435
H7 -2.475 1.722 -0.059

HOMO-LUMO gap	8.448	eV

Results of the Mulliken charge analysis, in e, for atoms 1 through 4:
1 C -0.711
2 C 0.712
3 C -0.010
4 C -1.016



Most stable: version 2



Version 1
Molecular formula: C4H7NO
Method: DFT, the ωB97M-V functional and the def2-TZVPD basis

Geometry (Å):
C1 -0.123 -1.629 0.502
N1 -0.240 -0.516 -0.428
C2 0.881 0.420 -0.658
C3 -0.025 1.583 -0.200
C4 -1.100 0.508 -0.041
O1 -2.209 0.446 0.422
H1 -0.150 -1.237 1.529
H2 -0.955 -2.326 0.373
H3 0.827 -2.141 0.336
H4 1.196 0.453 -1.705
H5 1.757 0.227 -0.028
H6 0.248 1.941 0.801
H7 -0.209 2.421 -0.873

HOMO-LUMO gap	10.400	eV
SMILES	CN1CCC1=O

Results of the Mulliken charge analysis, in e, for atoms 1 through 4:
1 C -0.856
2 N -0.034
3 C -0.466
4 C -0.397



Version 2
Molecular formula: C4H7NO
Method: DFT, the ωB97M-V functional and the def2-TZVPD basis

Geometry (Å):
O1 -1.250 1.335 0.470
C1 -0.847 0.928 -0.767
C2 0.467 0.895 -1.077
C3 1.198 -1.007 1.416
C4 0.384 -1.719 0.643
N1 -0.452 -2.119 -0.153
H1 -2.212 1.316 0.538
H2 -1.539 1.149 -1.585
H3 -0.749 -0.889 -0.689
H4 1.246 1.267 -0.420
H5 0.731 0.564 -2.076
H6 0.762 -0.510 2.278
H7 2.261 -1.210 1.421

HOMO-LUMO gap	8.932	eV

Results of the Mulliken charge analysis, in e, for atoms 1 through 4:
1 O -0.470
2 C -0.236
3 C -0.569
4 C -0.873



Most stable: version 1



Version 1
Molecular formula: C4H7NO
Method: DFT, the ωB97M-V functional and the def2-TZVPD basis

Geometry (Å):
O1 1.240 2.118 -0.358
C1 1.766 1.051 -0.148
C2 1.020 -0.226 0.189
C3 -0.330 0.089 0.804
C4 -1.346 0.359 -0.250
N1 -1.448 -0.958 0.289
H1 2.872 0.943 -0.225
H2 1.658 -0.831 0.849
H3 0.982 -0.781 -0.780
H4 -0.905 -1.777 0.018
H5 -1.094 0.351 -1.306
H6 -2.238 0.930 -0.006
H7 -2.178 -1.267 0.923

HOMO-LUMO gap	8.176	eV

Results of the Mulliken charge analysis, in e, for atoms 1 through 4:
1 O -0.453
2 C 0.017
3 C -0.483
4 C -0.405



Version 2
Molecular formula: C4H7NO
Method: DFT, the ωB97M-V functional and the def2-TZVPD basis

Geometry (Å):
N1 -0.579 -2.437 1.444
C1 0.138 -1.737 0.865
C2 1.011 -0.828 0.111
C3 0.218 0.021 -0.895
C4 -0.826 0.895 -0.220
O1 -0.156 1.725 0.711
H1 1.522 -0.170 0.821
H2 1.774 -1.424 -0.401
H3 0.930 0.658 -1.432
H4 -0.278 -0.623 -1.630
H5 -1.349 1.489 -0.984
H6 -1.572 0.255 0.278
H7 -0.814 2.144 1.277

HOMO-LUMO gap	11.569	eV
SMILES	N#CCCCO

Results of the Mulliken charge analysis, in e, for atoms 1 through 4:
1 N -0.437
2 C 0.247
3 C -0.375
4 C -0.636



Most stable: version 2